A 2-piece molecular cluster, C18H31Br2ClFN2O6P2S2 overall. Source: the Open Molecules 2025 dataset; level of theory: the ωB97M-V functional and the def2-TZVPD basis.

## Properties
- LUMO level (eV) = 0.94
- multiplicity = 1
- gap between HOMO and LUMO (eV) = 6.369
- total charge = -1

Each line ends with the natural charge from an NBO analysis.
Geometry (Å):
C  -2.25579  -2.02325  2.89504  -0.6903
C  -3.38659  -1.04844  2.77384  -0.0639
Br  -4.96682  -1.47507  3.76539  0.0424
C  -3.30936  0.06511  2.05112  -0.4626
Br  -4.78827  1.29199  1.98414  0.1253
P  -1.75486  0.50454  1.10379  1.7358
F  -1.37853  1.47644  2.43939  -0.6324
C  -1.82538  2.00414  0.02923  -0.7934
C  -0.59206  2.19666  -0.88921  -0.4140
C  -1.02789  2.23672  -2.36713  -0.4946
S  0.41246  2.10520  -3.48267  0.2001
C  0.13230  0.68783  -4.54717  -0.0982
S  -0.77405  0.82645  -5.86998  0.1175
N  0.73494  -0.54645  -4.22102  -0.4483
C  0.05081  -1.73152  -4.15894  -0.0430
C  0.93477  -2.66774  -3.78980  -0.1254
N  2.17295  -2.08003  -3.65506  -0.4531
C  2.03886  -0.83616  -3.90470  0.1851
O  -0.34950  -0.32551  1.26571  -0.8214
C  0.80794  0.40521  1.70287  -0.0440
C  2.05606  -0.38292  1.19529  -0.2370
C  2.98360  0.54343  0.37028  -0.6161
C  2.82831  -0.91175  2.43335  -0.3797
C  3.62516  -2.21230  2.15827  -0.2160
C  4.97411  -1.85339  1.48928  -0.6039
C  3.90647  -2.93950  3.49181  -0.6111
P  -2.30227  -0.96699  -0.49000  0.6765
C  -3.84846  -0.37471  -1.30067  -0.9677
O  -1.14453  -0.88938  -1.69304  -0.9998
H  -2.12188  -2.51351  1.92945  0.2549
H  -2.47337  -2.81777  3.60483  0.2296
H  -1.32029  -1.56564  3.20199  0.2353
H  -1.82822  2.84813  0.71310  0.2748
H  -2.76262  2.08304  -0.52321  0.3019
H  -0.08391  3.13668  -0.69073  0.2263
H  0.10597  1.36308  -0.81475  0.2037
H  -1.53846  3.18593  -2.52764  0.2533
H  -1.74657  1.45208  -2.58104  0.2312
H  -0.99758  -1.75395  -4.38180  0.2355
H  0.67935  -3.69884  -3.62997  0.2097
H  2.81330  -0.09155  -3.89394  0.2058
H  0.86667  1.40942  1.29120  0.1871
H  0.88215  0.47648  2.78534  0.1862
H  1.69583  -1.22834  0.61241  0.2098
H  3.73326  0.96978  1.03574  0.1985
H  3.49238  0.00010  -0.42220  0.2143
H  2.43860  1.38741  -0.05223  0.2140
H  2.07181  -1.19704  3.17095  0.1966
H  3.46054  -0.13027  2.85592  0.1960
H  3.00058  -2.80066  1.48786  0.1981
H  5.41982  -1.01808  2.02663  0.1985
H  4.79404  -1.57187  0.45437  0.2107
H  5.61784  -2.72946  1.52503  0.2007
H  3.66528  -2.30773  4.34389  0.2056
H  4.96563  -3.18990  3.55381  0.1999
H  3.37402  -3.88682  3.56671  0.2116
H  -4.39899  -1.27112  -1.57838  0.2327
H  -4.47956  0.18120  -0.60876  0.2586
H  -3.65971  0.19968  -2.20800  0.2357
H  -0.35934  -1.34310  -1.36632  0.4986
O  -4.15858  5.54031  -2.06393  -0.8697
Cl  -3.85655  5.07729  -0.73217  2.5494
O  -4.00880  3.63390  -0.68025  -0.9084
O  -4.75173  5.68733  0.21596  -0.8641
O  -2.48528  5.40520  -0.39927  -0.8889



C18H31ClN5ORhS3 as an isolated structure. Source: the Open Molecules 2025 dataset; level of theory: the ωB97M-V functional and the def2-TZVPD basis.

## Properties
- LUMO level (spin up / spin down) (eV) = -4.72 / -7.39
- multiplicity = 5
- gap between HOMO and LUMO (spin up / spin down) (eV) = 7.896 / 6.996
- energy above the lowest of the compared OMol25 structures with the same formula, charge and spin (kJ/mol) = 82.0
- total charge = +2
- ⟨S²⟩ = 6.05

Each line ends with the Löwdin spin population.
Geometry (Å):
Rh  -0.76741  -0.19576  17.29765  2.3488
C  0.96829  2.99176  20.39672  0.0069
S  -0.00361  1.50859  20.03857  0.0098
C  -1.65209  2.06967  20.62643  0.0006
O  -0.07033  1.54315  18.46746  0.1003
H  0.48154  3.81832  19.90719  0.0001
H  1.98920  2.79995  20.13827  0.0001
H  0.83780  3.11146  21.48994  0.0011
H  -1.78262  1.83145  21.67273  -0.0001
H  -2.36202  1.39364  20.16473  0.0002
H  -1.85780  3.09901  20.44911  0.0000
C  -1.96243  -3.72358  18.59691  0.0031
N  -2.36545  -3.38106  17.24823  0.0248
C  -1.84131  -4.29355  16.20636  0.0019
C  -2.94860  -2.20465  16.90460  0.0398
S  -2.92236  -0.76759  17.94169  0.2125
N  -3.62999  -2.12264  15.78001  0.0219
C  -3.94804  -0.85588  15.11131  0.0037
C  -4.38092  -3.25816  15.17037  0.0017
H  -2.30475  -4.72767  18.87486  0.0003
H  -2.26045  -2.95027  19.29005  0.0024
H  -0.84523  -3.75878  18.59372  0.0003
H  -0.75362  -4.48255  16.39242  0.0007
H  -1.89285  -3.79690  15.21162  0.0002
H  -2.39012  -5.19330  16.11750  0.0006
H  -3.14017  -0.19081  15.31617  0.0017
H  -4.91085  -0.57508  15.53070  0.0010
H  -3.91065  -1.04436  13.99724  0.0005
H  -4.48360  -4.08245  15.86273  0.0002
H  -3.93026  -3.64124  14.26781  0.0008
H  -5.41545  -2.95995  14.97202  0.0005
Cl  1.05755  -2.20813  17.52697  0.0831
C  2.28234  -1.42827  16.47726  0.1328
C  2.81372  -0.27649  16.97725  -0.0015
C  3.74396  0.48802  16.29236  0.1638
C  4.12054  0.03635  15.01015  -0.0127
C  3.57838  -1.12016  14.49312  0.1315
C  2.65286  -1.95358  15.18578  0.0517
C  2.20446  -3.11600  14.64849  0.4551
H  2.42867  0.12942  17.90230  -0.0029
H  4.22412  1.32890  16.72728  0.0101
H  4.80555  0.61662  14.42674  -0.0040
H  3.88886  -1.44710  13.52543  0.0049
H  1.62292  -3.83259  15.15998  0.0299
H  2.35438  -3.33237  13.61081  0.0239
C  -0.49351  -1.34872  11.31250  0.0005
C  0.76930  -0.98171  12.06201  0.0046
C  0.47967  -0.13038  13.27000  0.0091
N  -0.12884  -0.56175  14.31313  0.0151
N  -0.15875  0.36215  15.31031  0.0847
C  0.36594  1.52831  14.93000  0.0176
N  0.34326  2.62164  15.72566  0.0065
S  0.97504  1.49608  13.28339  0.0062
H  -0.21647  -1.80331  10.41211  0.0001
H  -1.02833  -0.40875  11.03737  0.0000
H  -1.15240  -2.04589  11.81231  0.0000
H  1.45948  -0.37616  11.44191  0.0005
H  1.25256  -1.91550  12.28703  0.0024
H  0.00527  2.61997  16.64384  0.0008
H  0.60009  3.58795  15.38822  0.0000



C18H31FeN10OS as an isolated structure. Source: the Open Molecules 2025 dataset; level of theory: the ωB97M-V functional and the def2-TZVPD basis.

## Properties
- LUMO level (spin up / spin down) (eV) = -2.87 / -2.85
- multiplicity = 5
- gap between HOMO and LUMO (spin up / spin down) (eV) = 7.659 / 7.704
- total charge = +1
- ⟨S²⟩ = 6.01

Each line ends with the Löwdin spin population.
Geometry (Å):
Fe  0.33589  -0.03332  -0.07268  3.7101
C  1.95725  2.74569  -3.30811  0.0005
C  1.18756  2.05179  -2.22713  0.0000
N  1.55039  0.94477  -1.68080  0.0366
N  2.66510  0.34108  -2.16374  0.0042
C  3.07245  -0.68677  -1.45115  0.0119
N  4.13823  -1.34925  -1.93904  0.0059
S  2.39717  -1.28078  0.03175  0.0652
C  -0.09039  2.61835  -1.75108  0.0020
C  -0.49997  3.88783  -2.15289  -0.0001
C  -1.72006  4.38377  -1.72821  -0.0004
C  -2.51551  3.59036  -0.91759  0.0003
C  -2.03112  2.34670  -0.55611  0.0024
N  -0.85213  1.86137  -0.94199  0.0312
H  2.80453  2.13588  -3.59992  0.0002
H  2.32848  3.71341  -2.96286  -0.0002
H  1.32505  2.92601  -4.17967  -0.0001
H  4.63256  -0.95887  -2.72359  0.0005
H  4.57173  -2.06520  -1.38588  0.0011
H  0.13517  4.48096  -2.79424  0.0001
H  -2.04591  5.36967  -2.03138  0.0000
H  -3.48516  3.91755  -0.57061  0.0002
H  -2.64225  1.70379  0.06728  0.0001
N  -1.24127  -0.17650  1.47873  0.0296
C  -0.74571  -0.38686  2.86360  0.0023
C  -0.80072  0.88868  3.69100  0.0002
C  -0.09939  2.09549  3.06533  -0.0001
C  1.34613  1.81140  2.65584  0.0025
N  1.43101  1.59185  1.19967  0.0339
H  -1.96996  0.52830  1.50642  0.0023
H  -1.68875  -1.03467  1.16794  0.0018
H  0.27658  -0.76057  2.79685  0.0002
H  -1.33392  -1.15781  3.36416  0.0007
H  -0.33946  0.66957  4.65702  0.0001
H  -1.84387  1.14306  3.90372  0.0001
H  -0.14001  2.92327  3.77407  0.0000
H  -0.64640  2.43387  2.17890  0.0000
H  1.70718  0.90577  3.14633  0.0001
H  2.00532  2.62224  2.97232  0.0014
H  2.36655  1.28766  0.94406  0.0011
H  1.27529  2.47617  0.72411  0.0008
N  -1.94372  -1.40826  -1.75994  0.0036
N  -0.52467  -1.20886  -1.74507  0.0331
H  -2.24374  -1.78571  -2.65341  0.0012
H  -2.37343  -0.49577  -1.66386  0.0001
H  -0.19070  -0.75705  -2.59342  0.0007
H  -0.06710  -2.11301  -1.67883  0.0013
N  -1.84175  -7.59064  2.44081  0.0000
C  -1.06785  -6.64890  3.04079  0.0000
O  -0.59964  -6.77950  4.15034  0.0000
C  -0.83134  -5.38332  2.25421  -0.0002
C  0.30412  -4.64326  2.54761  0.0002
C  0.52742  -3.46505  1.85980  0.0003
N  -0.30789  -2.97813  0.93649  0.0100
C  -1.40257  -3.69386  0.66792  0.0005
C  -1.70104  -4.89786  1.29031  0.0004
H  -1.95415  -8.46766  2.92171  0.0000
H  -2.03599  -7.56139  1.45675  0.0000
H  0.98961  -4.99178  3.30770  0.0000
H  1.42210  -2.88542  2.05354  -0.0001
H  -2.07094  -3.27857  -0.07822  0.0001
H  -2.61808  -5.41568  1.04111  0.0001



Total energy for every record listed, in sequence, given in eV: -230001.3102; -76686.2481; -81337.2109.
Strongest force on any atom for every record listed, in sequence, given in hartree/bohr: 0.04235; 0.06384; 0.01230.